--- a ---
ORCA calculation (ωB97M-V/def2-TZVPD) on a cluster of 3 separate species, C4H14NO3 in total.

Results
Charge: 0
Expectation value of S²: 0.75
E_LUMO (alpha / beta): -0.351 / -0.374 eV
Frontier orbital gap (alpha / beta): 3.175 / 6.608 eV
2S+1: 2

CARTESIAN COORDINATES (ANGSTROEM)
O -2.190 -1.868 -0.235
C -2.057 -0.705 -0.729
C -0.720 0.032 -0.542
N 0.428 -0.779 0.057
C -0.043 -1.188 1.437
C -0.079 -0.005 2.415
H -2.681 -0.286 -1.534
H -0.276 0.325 -1.523
H -0.747 1.057 -0.081
H 1.309 -0.271 0.060
H 0.536 -1.624 -0.517
H 0.661 -1.953 1.839
H -1.074 -1.671 1.529
H -0.614 0.868 1.985
H 0.871 0.470 2.613
H -0.609 -0.195 3.345
H 1.653 3.120 0.349
H 1.463 2.506 -1.121
O 1.118 2.568 -0.222
H 3.044 0.848 -1.420
H 2.343 0.968 -2.739
O 2.145 0.833 -1.801

--- b ---
ORCA calculation (ωB97M-V/def2-TZVPD) on a cluster of 3 separate species, C4H14NO3 in total.

Results
Charge: 0
Expectation value of S²: 0.76
E_LUMO (alpha / beta): 0.672 / -4.228 eV
Frontier orbital gap (alpha / beta): 10.158 / 4.241 eV
2S+1: 2

CARTESIAN COORDINATES (ANGSTROEM)
C -1.505 -1.020 0.197
N -0.526 -0.687 -1.044
C -0.370 -1.928 -1.879
C 0.896 -0.242 -0.794
C 0.984 1.161 -1.494
O 1.018 2.199 -0.610
H -2.327 -0.280 -0.017
H -0.897 -0.694 1.041
H -1.755 -2.067 0.101
H -0.110 -1.601 -2.916
H -1.158 -2.536 -1.941
H 0.582 -2.426 -1.437
H 0.853 0.058 0.411
H 1.712 -0.896 -1.082
H 0.184 1.342 -2.252
H 2.022 1.185 -1.930
H -0.406 0.742 4.489
H 0.455 1.310 3.094
O 0.383 1.241 4.294
H 0.665 1.809 0.364
H -0.764 1.846 1.556
O 0.064 1.483 1.850

Most stable to least stable: a, b

--- a ---
ORCA calculation (ωB97M-V/def2-TZVPD) on an isolated molecule of C5H3NO.

Results
Charge: 0
E_LUMO: -0.467 eV
Frontier orbital gap: 8.707 eV
Structure (SMILES): C#C/C=C(/O)C#N
2S+1: 1

CARTESIAN COORDINATES (ANGSTROEM)
O 1.627 1.585 0.169
C 0.829 0.520 0.394
C -0.397 0.543 -0.167
C -1.191 -0.562 -0.530
C -1.851 -1.475 -0.946
C 1.318 -0.483 1.297
N 1.632 -1.251 2.104
H 1.176 1.938 -0.622
H -0.790 1.540 -0.352
H -2.446 -2.296 -1.264

--- b ---
ORCA calculation (ωB97M-V/def2-TZVPD) on an isolated molecule of C5H3NO.

Results
Charge: 0
E_LUMO: -0.661 eV
Frontier orbital gap: 10.019 eV
Structure (SMILES): C#CCC(=O)C#N
2S+1: 1

CARTESIAN COORDINATES (ANGSTROEM)
O -2.306 -0.416 0.397
C -1.171 -0.161 0.103
C -0.121 -1.045 -0.545
C 1.164 -0.423 -0.229
C 2.007 0.354 0.191
C -0.656 1.177 0.394
N -0.439 2.270 0.662
H -0.322 -1.060 -1.619
H -0.220 -2.052 -0.152
H 2.064 1.357 0.797

Most stable to least stable: a, b

--- a ---
ORCA calculation (ωB97M-V/def2-TZVPD) on an isolated molecule of C5H3NO.

Results
Charge: 0
E_LUMO: -0.684 eV
Frontier orbital gap: 10.041 eV
Structure (SMILES): C#CCC(=O)C#N
2S+1: 1

CARTESIAN COORDINATES (ANGSTROEM)
O -1.254 0.208 1.504
C -1.041 0.273 0.323
C -0.081 -0.653 -0.419
C 1.257 -0.529 0.160
C 2.328 -0.375 0.684
C -1.716 1.304 -0.497
N -2.240 2.114 -1.136
H -0.071 -0.429 -1.490
H -0.459 -1.675 -0.289
H 3.275 -0.237 1.159

--- b ---
ORCA calculation (ωB97M-V/def2-TZVPD) on an isolated molecule of C5H3NO.

Results
Charge: 0
E_LUMO: -1.076 eV
Frontier orbital gap: 8.255 eV
2S+1: 1

CARTESIAN COORDINATES (ANGSTROEM)
O 0.252 0.689 0.962
C -0.518 0.456 -0.077
C 0.026 -0.609 -0.821
C 1.313 -1.045 -0.177
C 1.295 -0.197 0.926
C -1.680 1.246 -0.233
N -2.642 1.873 -0.379
H -0.306 -0.881 -1.817
H -0.030 -1.598 -0.156
H 1.954 -0.026 1.767

--- c ---
ORCA calculation (ωB97M-V/def2-TZVPD) on a cluster of 2 separate species, C5H3NO in total.

Results
Charge: 0
E_LUMO: 0.400 eV
Frontier orbital gap: 10.046 eV
Structure (SMILES): C#[N+][O-].C#CC#C
2S+1: 1

CARTESIAN COORDINATES (ANGSTROEM)
C -2.363 0.170 1.157
C -1.331 -0.250 0.706
C -0.114 -0.715 0.171
C 0.769 -1.497 -0.145
O 2.348 -0.188 -1.148
N 1.713 0.836 -0.993
C 0.695 1.270 -0.554
H -3.295 0.509 1.569
H 1.405 -2.347 -0.324
H 0.172 2.211 -0.440

--- d ---
ORCA calculation (ωB97M-V/def2-TZVPD) on a structure of composition C5H3NO.

Results
Charge: 0
E_LUMO: 0.313 eV
Frontier orbital gap: 10.325 eV
2S+1: 1

CARTESIAN COORDINATES (ANGSTROEM)
N -0.651 3.052 0.526
C -0.537 1.917 0.338
C -0.345 0.506 0.103
C -1.320 -0.504 0.471
O -0.619 -1.664 0.245
C 0.677 -1.430 -0.086
C 0.931 -0.117 -0.209
H -1.288 0.176 -0.692
H 1.298 -2.307 -0.215
H 1.855 0.372 -0.480

Most stable to least stable: a, d, b, c

--- a ---
ORCA calculation (ωB97M-V/def2-TZVPD) on an isolated molecule of C5H3NO.

Results
Charge: 0
E_LUMO: -0.211 eV
Frontier orbital gap: 10.081 eV
Structure (SMILES): N#CC1=CCC1=O
2S+1: 1

CARTESIAN COORDINATES (ANGSTROEM)
C -3.301 0.465 -0.024
C -0.808 0.663 0.046
C -1.996 0.067 -0.033
C -1.159 -1.430 -0.019
C 0.109 -0.603 -0.061
N -4.439 0.742 -0.005
O -1.463 -2.577 0.060
H -0.529 1.640 0.077
H 0.761 -0.842 -0.894
H 0.900 -0.918 0.630

--- b ---
ORCA calculation (ωB97M-V/def2-TZVPD) on an isolated molecule of C5H3NO.

Results
Charge: 0
E_LUMO: -0.862 eV
Frontier orbital gap: 8.999 eV
Structure (SMILES): C#CCC(=O)C#N
2S+1: 1

CARTESIAN COORDINATES (ANGSTROEM)
O 0.555 -0.492 1.120
C 0.278 -0.632 -0.053
C -0.478 0.481 -0.779
C -0.977 1.356 0.297
C -0.458 1.272 1.415
C 0.773 -1.861 -0.648
N 1.212 -2.864 -1.017
H -1.064 0.188 -1.655
H 0.295 1.182 -1.103
H -0.136 1.370 2.422

Most stable to least stable: a, b

--- a ---
ORCA calculation (ωB97M-V/def2-TZVPD) on an isolated molecule of C5H3NO.

Results
Charge: 0
E_LUMO: 0.677 eV
Frontier orbital gap: 9.223 eV
2S+1: 1

CARTESIAN COORDINATES (ANGSTROEM)
C 0.706 -1.354 -0.788
C -0.475 -1.085 -0.335
C -0.955 -0.279 0.650
C 0.759 -0.257 0.286
O 0.968 1.063 -0.091
N -0.219 1.826 -0.122
C -1.213 1.099 0.231
H 1.362 -2.028 -1.305
H 1.257 -0.554 1.208
H -2.190 1.570 0.265

--- b ---
ORCA calculation (ωB97M-V/def2-TZVPD) on an isolated molecule of C5H3NO.

Results
Charge: 0
E_LUMO: -0.499 eV
Frontier orbital gap: 10.256 eV
Structure (SMILES): C#CCC(=O)C#N
2S+1: 1

CARTESIAN COORDINATES (ANGSTROEM)
O -1.903 -0.713 1.032
C -1.177 -0.159 0.251
C -0.111 -0.846 -0.589
C 1.167 -0.349 -0.073
C 2.092 0.170 0.494
C -1.231 1.315 0.080
N -1.278 2.459 -0.086
H -0.244 -0.585 -1.646
H -0.221 -1.927 -0.468
H 2.906 0.635 1.005

Most stable to least stable: b, a

--- a ---
ORCA calculation (ωB97M-V/def2-TZVPD) on an isolated molecule of C6H5NO2.

Results
Charge: 0
E_LUMO: 0.487 eV
Frontier orbital gap: 9.010 eV
Structure (SMILES): O=c1occ2n1C=CC2
2S+1: 1

CARTESIAN COORDINATES (ANGSTROEM)
C -0.564 1.281 -0.088
C -1.479 -0.671 -0.759
C -0.337 -0.988 -0.195
C 0.685 -1.975 0.291
C 1.877 -1.160 0.661
C 1.451 0.125 0.857
H -2.194 -1.166 -1.329
H 0.990 -2.953 -0.284
H 0.223 -2.498 1.264
H 2.883 -1.714 0.609
H 1.947 1.148 0.919
N 0.114 0.220 0.316
O -0.177 2.517 -0.323
O -1.630 0.730 -0.676

--- b ---
ORCA calculation (ωB97M-V/def2-TZVPD) on a cluster of 3 separate species, C6H5NO2 in total.

Results
Charge: 0
E_LUMO: -1.926 eV
Frontier orbital gap: 6.969 eV
2S+1: 1

CARTESIAN COORDINATES (ANGSTROEM)
C -0.979 1.082 -0.585
C -1.504 -0.092 -0.952
C -0.475 -1.111 -0.370
C 0.588 -0.373 0.211
C 1.836 -0.773 1.127
C 0.399 0.871 -0.146
H -3.112 2.380 -0.179
H -1.503 3.492 -0.037
H -2.261 -0.643 -1.529
H 1.988 -1.904 0.879
H 1.140 1.584 0.019
N -1.431 2.287 -0.828
O -0.742 -2.353 -0.328
O 2.563 0.035 1.695

Most stable to least stable: a, b